53
Properties=species:S:1:pos:R:3 method="wB97M-V/def2-TZVPD" charge=+1 homo_ev="-7.553 / -7.591" multiplicity=1 e_lumo_ha="-0.1237 / -0.1246"
Mg 0.22 0.74 -0.57
P 2.55 -1.26 0.16
C 2.42 -1.51 -1.61
C 1.14 -1.55 -2.29
N -0.01 -0.90 -1.88
C -1.20 -1.24 -2.43
C -1.36 -2.21 -3.42
C -0.19 -2.78 -3.92
C 1.03 -2.37 -3.41
C -2.51 -0.58 -2.00
P -2.47 1.09 -1.20
H 1.96 -2.75 -3.78
H -2.34 -2.43 -3.85
H -0.26 -3.47 -4.74
H -3.17 -0.48 -2.88
H -3.05 -1.21 -1.28
H 1.83 2.60 -1.85
H 3.25 -1.18 -2.22
H 0.41 6.16 -2.04
O 1.77 1.62 -1.97
H 1.19 1.50 -2.74
H -1.41 0.93 -0.09
O -0.30 5.66 -1.52
H 0.08 4.80 -1.19
C -2.75 2.33 -2.54
H -3.69 2.17 -3.08
H -2.76 3.34 -2.09
H -1.92 2.29 -3.26
C -4.02 1.22 -0.22
H -3.88 2.07 0.47
H -4.93 1.43 -0.80
H -4.22 0.31 0.36
C 2.45 -3.00 0.68
H 3.43 -3.47 0.61
H 2.06 -3.04 1.70
H 1.75 -3.48 -0.01
C 4.10 -0.48 0.66
H 3.99 -0.12 1.70
H 4.95 -1.17 0.61
H 4.30 0.39 0.02
C 1.28 -0.35 1.00
C 0.57 0.01 2.00
C 0.27 0.06 3.39
C -0.91 0.66 3.90
C -1.16 0.62 5.27
C -0.24 0.00 6.14
C 0.93 -0.58 5.64
C 1.19 -0.54 4.27
H -1.61 1.13 3.21
H -2.07 1.06 5.67
H -0.44 -0.03 7.21
H 1.65 -1.06 6.30
H 2.09 -0.99 3.85

***

56
Properties=species:S:1:pos:R:3 method="wB97M-V/def2-TZVPD" charge=+2 homo_ev="-16.883 / -16.878" multiplicity=2 s2=0.7643 e_lumo_ha="-0.3454 / -0.3206"
Mn 0.51 -0.66 0.22
O 1.44 -3.85 1.91
C 1.52 -2.69 1.78
O 0.38 -2.01 1.24
C 2.65 -1.77 2.14
C 2.06 -0.50 2.77
C 3.11 0.34 3.48
C 3.93 0.90 2.29
C 3.22 0.32 1.09
O 1.80 0.27 1.53
C 3.47 -1.18 0.92
C 2.99 -1.59 -0.45
O 3.49 -2.34 -1.20
O 1.79 -0.92 -0.87
H 3.31 -2.32 2.81
H 1.12 -0.64 3.29
H 3.70 -0.27 4.16
H 2.64 1.13 4.06
H 4.98 0.60 2.31
H 3.90 1.99 2.27
H 3.28 0.90 0.17
H 4.52 -1.46 0.99
O -0.51 0.83 0.50
C -0.28 2.02 0.91
C 0.67 2.91 0.19
C -0.29 3.87 -0.61
C -1.72 3.34 -0.91
C -2.77 3.45 0.22
C -2.58 2.48 1.39
N -1.13 2.58 1.74
H 1.31 2.33 -0.47
H 1.30 3.48 0.88
H 0.21 4.10 -1.55
H -0.37 4.81 -0.06
H -1.68 2.32 -1.30
H -2.09 3.95 -1.74
H -3.76 3.28 -0.20
H -2.77 4.47 0.60
H -2.78 1.45 1.12
H -3.17 2.74 2.26
H -0.88 3.54 1.99
C -1.70 -2.64 -4.08
C -2.33 -2.72 -2.68
C -3.72 -2.06 -2.66
C -2.39 -4.17 -2.17
C -1.46 -1.97 -1.76
N -0.78 -1.39 -1.04
H -2.34 -3.21 -4.76
H -0.71 -3.09 -4.10
H -1.64 -1.62 -4.44
H -4.36 -2.62 -3.33
H -3.68 -1.03 -3.00
H -4.16 -2.10 -1.66
H -3.03 -4.73 -2.85
H -2.81 -4.23 -1.17
H -1.40 -4.63 -2.17

***

54
Properties=species:S:1:pos:R:3 method="wB97M-V/def2-TZVPD" charge=0 homo_ev=-8.645 multiplicity=1 e_lumo_ha=0.0138
C -2.30 3.12 0.59
S -1.94 1.36 0.68
C -0.15 1.37 0.40
C 0.19 1.99 -0.95
O 0.50 3.17 -1.00
N 0.16 1.19 -2.04
C -0.48 -0.11 -2.15
C -1.38 0.00 -3.40
C -2.84 0.31 -3.05
S -2.96 2.12 -2.95
C -1.91 2.21 -4.42
C -0.79 1.17 -4.24
C -0.27 0.72 -5.60
C 0.36 1.73 -3.37
C 0.66 1.97 1.57
N 1.07 0.62 1.93
C 2.00 0.27 2.85
O 2.54 1.12 3.53
C 2.29 -1.23 2.99
C 1.04 -2.12 2.93
C 1.28 -3.09 4.06
C 0.31 -4.15 4.46
C 1.62 -4.53 3.80
C 2.07 -2.28 5.04
O 2.94 -1.49 4.23
C 0.45 -0.01 0.76
H -3.36 3.23 0.82
H -1.71 3.66 1.33
H -2.10 3.51 -0.40
H 0.28 -0.89 -2.30
H -1.05 -0.35 -1.26
H -1.33 -0.94 -3.96
H -3.51 -0.04 -3.84
H -3.15 -0.12 -2.11
H -2.51 1.98 -5.31
H -1.52 3.22 -4.53
H 0.14 1.56 -6.16
H 0.51 -0.03 -5.49
H -1.08 0.28 -6.20
H 0.38 2.82 -3.32
H 1.32 1.39 -3.76
H 1.48 2.62 1.26
H 0.08 2.47 2.35
H 3.00 -1.50 2.20
H 0.14 -1.53 3.14
H 0.91 -2.61 1.96
H 0.21 -4.36 5.52
H -0.59 -4.26 3.89
H 1.58 -4.89 2.78
H 2.38 -4.99 4.41
H 1.42 -1.63 5.64
H 2.69 -2.87 5.72
H -0.28 -0.79 0.97
H 1.18 -0.38 0.03

***

53
Properties=species:S:1:pos:R:3 method="wB97M-V/def2-TZVPD" charge=0 homo_ev=-8.526 multiplicity=1 e_lumo_ha=0.0307
C 6.14 0.09 1.73
C 6.28 0.59 0.30
O 5.59 -0.24 -0.64
C 4.26 -0.49 -0.48
C 3.84 -1.75 -0.91
C 2.52 -2.14 -0.82
C 1.58 -1.28 -0.26
C 0.17 -1.74 -0.18
O -0.29 -2.59 -0.93
N -0.56 -1.20 0.83
C -1.99 -1.37 0.89
C -2.63 0.01 1.06
O -1.93 0.99 1.24
N -3.98 0.07 1.05
C -4.89 -1.02 0.77
C -5.58 -0.80 -0.58
C -6.31 0.54 -0.58
C -6.97 0.80 -1.94
C -5.32 1.65 -0.23
C -4.64 1.36 1.10
C 1.98 -0.01 0.13
C 3.30 0.41 0.00
O 3.61 1.70 0.37
C 3.66 2.63 -0.71
C 2.28 2.92 -1.30
H 6.79 0.67 2.38
H 6.41 -0.96 1.80
H 5.11 0.22 2.07
H 7.32 0.52 -0.03
H 5.95 1.63 0.23
H 4.59 -2.42 -1.31
H 2.21 -3.11 -1.16
H -0.22 -0.39 1.32
H -2.30 -1.86 -0.04
H -2.26 -2.01 1.74
H -4.36 -1.97 0.78
H -5.64 -1.04 1.57
H -6.27 -1.62 -0.77
H -4.82 -0.80 -1.37
H -7.10 0.51 0.18
H -6.22 0.84 -2.72
H -7.50 1.75 -1.93
H -7.68 0.01 -2.18
H -5.84 2.61 -0.16
H -4.57 1.73 -1.01
H -3.88 2.11 1.33
H -5.38 1.34 1.91
H 1.27 0.72 0.50
H 4.09 3.53 -0.28
H 4.32 2.25 -1.50
H 2.38 3.70 -2.06
H 1.61 3.27 -0.52
H 1.86 2.03 -1.76

***

| no. | total energy (Eh) |
| --- | --- |
| 1 | -1828.40270 |
| 2 | -2452.15308 |
| 3 | -1872.37495 |
| 4 | -1151.30019 |